# 1
ORCA calculation (ωB97M-V/def2-TZVPD) on C9H17ErNOP as an isolated structure in a non-equilibrium geometry.

Last column: Löwdin charge in e.
Positions of all 30 atoms, in Å:
Er -0.588 -0.443 -1.457  0.908
C 1.267 0.535 -2.149  -0.198
H 2.052 -0.315 2.305  0.108
C -1.259 1.697 0.933  0.016
H 0.725 -1.394 2.812  0.101
H -1.207 1.677 3.887  0.098
H 0.397 1.355 4.593  0.086
C -0.127 1.644 3.678  -0.025
H -2.205 1.189 0.677  0.102
H 1.460 -0.277 3.995  0.085
H 1.259 -3.276 0.034  -0.107
C -0.241 0.705 1.405  -0.443
H -1.491 2.446 1.699  0.078
N 0.198 0.649 2.650  -0.127
H 0.465 2.361 -3.004  0.079
P -0.033 -3.110 -0.565  0.690
C 1.169 -0.400 2.952  -0.012
H -1.302 -1.122 -4.691  0.081
H 2.119 0.947 -1.600  0.012
O 0.246 -0.151 0.572  -0.195
H -0.782 -3.647 0.525  -0.148
H -0.888 2.245 0.050  0.104
H 0.210 2.652 3.387  0.104
C 0.290 -1.546 -3.245  -0.252
H -0.010 -4.280 -1.378  -0.112
C -0.677 0.650 -3.633  -0.325
H 0.590 -2.569 -3.497  -0.008
C -0.586 -0.754 -3.939  -0.385
H -1.464 1.269 -4.074  0.077
C 0.415 1.266 -2.922  -0.393

Spin multiplicity   4
HOMO level (alpha / beta)   -4.84 / -4.86 eV
Expectation value of S²   3.756

***

# 2
ORCA calculation (ωB97M-V/def2-TZVPD) on a 5-piece molecular cluster, C25H41N5O3 overall in a non-equilibrium geometry.

Last column: Löwdin charge in e.
Positions of all 74 atoms, in Å:
C -2.015 -3.158 8.994  -0.099
C 4.296 5.900 -5.792  -0.273
N 2.092 7.365 -9.356  0.105
C -5.145 -3.815 6.745  -0.321
H -3.544 -5.945 2.854  0.110
C 4.789 5.498 -7.184  -0.205
C 1.952 0.202 -1.499  -0.285
C -1.273 -2.082 9.768  -0.187
C 2.091 2.277 -2.875  -0.127
C -1.254 -5.719 3.467  -0.136
H -3.346 -5.234 6.885  0.054
C -1.594 -0.404 7.880  -0.112
H 3.685 1.380 -0.892  0.070
N -2.632 -4.051 8.351  0.142
H -0.200 -2.165 9.562  0.117
H -2.151 -1.105 7.249  0.061
C 0.563 3.909 -8.791  -0.117
H -0.534 -0.461 7.607  0.079
H 3.696 5.035 -3.901  0.038
H 3.483 -0.130 -0.006  0.069
C 1.625 6.418 -10.047  -0.163
C -1.793 -0.701 9.363  -0.275
C -0.899 -4.525 2.357  -0.047
H -1.954 0.602 7.642  0.076
C 1.062 5.278 -10.879  -0.196
H -0.220 3.355 -8.263  0.074
H 5.007 4.158 -4.688  0.071
C 0.156 -2.727 1.153  -0.236
O -3.083 -4.177 0.759  0.027
C 4.076 4.703 -4.873  -0.151
H -0.739 -5.422 4.487  0.120
O 1.010 -1.693 1.153  -0.010
H 0.617 5.686 -11.793  0.113
H -0.416 3.724 -10.693  0.109
H -6.458 -3.513 5.076  0.056
C 6.120 4.774 -7.067  -0.169
H 4.063 4.842 -7.675  0.102
N 7.225 4.173 -6.970  0.092
C 1.758 0.794 -2.896  -0.190
C 0.005 4.522 -10.072  -0.278
C -2.888 -5.783 3.810  -0.193
H 3.347 4.006 -5.303  0.062
H 3.353 6.450 -5.892  0.108
H -4.158 -3.816 4.077  0.111
H 1.306 -3.827 3.134  0.151
H -7.057 -2.956 6.606  0.074
H -5.341 -4.101 7.876  0.110
H -4.681 -2.732 6.760  0.099
H 4.088 -0.164 -1.673  0.078
H 4.918 6.389 -7.808  0.107
H 1.382 3.215 -9.012  0.077
H 5.018 6.579 -5.323  0.112
H -0.812 -6.768 3.167  0.122
C -4.167 -4.957 6.089  -0.237
C 0.388 -3.761 2.406  0.103
C -1.812 -3.970 1.114  -0.172
H 1.279 0.696 -0.788  0.112
C 3.385 0.332 -0.993  -0.111
H -1.425 -2.241 10.841  0.114
H -2.500 -3.782 5.041  0.105
C -3.389 -4.469 4.706  -0.198
N 2.368 3.507 -2.858  0.124
H 2.404 0.289 -3.621  0.115
H -3.041 -6.715 4.519  0.109
N -6.529 -3.729 6.099  -0.073
H -0.819 5.198 -9.812  0.113
O -0.970 -3.069 0.259  0.034
H -4.845 -5.914 5.901  0.120
H 1.677 -0.859 -1.518  0.100
H -1.274 0.064 9.951  0.110
H -2.861 -0.622 9.601  0.113
H 1.878 4.607 -11.169  0.116
H 0.719 0.664 -3.218  0.112
H 0.937 4.676 -8.106  0.065

Spin multiplicity   1
HOMO level   -9.02 eV
Structure (SMILES)   NCCCCCC1=CC(=O)OC1=O.CCCC#N.CCCC#N.CCCC#N.CCCC#N